# 1
The following is a DFT calculation (ωB97M-V/def2-TZVPD) of a cluster of 18 separate species, C34H61Cl36N3O in total in a non-equilibrium geometry.

Properties
* E: -18138.2564 Ha
* LUMO: 0.1 eV
* M: 1804.190 g mol⁻¹

Element x y z (Å)
C (4.828, -0.682, -0.329)
C (4.025, 0.009, -0.936)
C (3.068, 0.921, -1.793)
C (1.587, 0.992, -1.160)
C (0.792, -0.265, -1.770)
C (-0.501, -0.643, -0.878)
C (-0.550, -2.245, -0.827)
C (-0.503, -2.923, 0.603)
N (-0.788, -4.384, 0.619)
C (-1.719, -2.666, -1.846)
O (-2.362, -3.696, -1.908)
N (-1.829, -1.452, -2.643)
C (-1.933, -0.382, -1.597)
N (-1.724, 1.005, -2.145)
C (-2.986, 1.801, -2.186)
C (-3.241, 2.751, -0.946)
C (-2.050, 3.760, -0.624)
C (-1.161, 3.056, 0.509)
C (-3.003, -0.541, -0.445)
Cl (-2.655, -0.130, 1.296)
C (-4.297, -0.972, -0.676)
C (-4.876, -1.365, -2.064)
Cl (-5.469, -1.082, 0.713)
H (5.721, -1.037, 0.215)
H (3.029, 0.525, -2.851)
H (3.547, 1.949, -1.845)
H (1.667, 0.789, -0.055)
H (1.107, 1.971, -1.425)
H (1.550, -1.103, -1.785)
H (0.513, -0.096, -2.857)
H (-0.278, -0.078, 0.064)
H (0.333, -2.745, -1.341)
H (-1.147, -2.433, 1.384)
H (0.583, -2.809, 0.967)
H (-1.662, -4.581, 1.104)
H (-0.750, -4.807, -0.307)
H (-2.533, -1.437, -3.391)
H (-1.367, 0.962, -3.101)
H (-3.926, 1.200, -2.346)
H (-2.898, 2.486, -3.093)
H (-3.566, 2.193, -0.018)
H (-4.128, 3.401, -1.225)
H (-2.487, 4.681, -0.123)
H (-1.453, 4.022, -1.539)
H (-0.653, 2.188, -0.003)
H (-1.787, 2.617, 1.334)
H (-0.341, 3.725, 0.895)
H (-4.593, -0.683, -2.908)
H (-4.433, -2.383, -2.320)
H (-5.992, -1.504, -2.056)
C (-1.394, 3.398, 4.804)
Cl (-1.289, 1.652, 4.539)
Cl (-1.117, 4.285, 3.305)
H (-2.385, 3.639, 5.182)
H (-0.644, 3.692, 5.528)
C (-4.985, -3.598, -5.121)
Cl (-3.803, -2.288, -4.984)
Cl (-4.287, -5.009, -5.920)
H (-5.312, -3.883, -4.124)
H (-5.834, -3.247, -5.703)
C (0.806, -2.147, 4.031)
Cl (1.387, -1.394, 2.543)
Cl (-0.811, -1.568, 4.450)
H (0.767, -3.225, 3.892)
H (1.491, -1.903, 4.839)
C (7.738, -3.686, -0.557)
Cl (9.277, -3.212, -1.292)
Cl (6.464, -2.511, -0.920)
H (7.445, -4.658, -0.948)
H (7.864, -3.745, 0.520)
C (-8.231, -3.712, -8.224)
Cl (-7.147, -4.943, -7.566)
Cl (-8.137, -2.211, -7.292)
H (-7.947, -3.506, -9.253)
H (-9.251, -4.085, -8.190)
C (3.074, -4.112, -2.424)
Cl (3.086, -2.593, -3.329)
Cl (2.398, -3.885, -0.805)
H (2.468, -4.838, -2.963)
H (4.092, -4.478, -2.332)
C (0.078, 1.111, 8.399)
Cl (0.085, 2.631, 7.498)
Cl (-0.611, 1.327, 10.013)
H (-0.518, 0.381, 7.855)
H (1.100, 0.755, 8.496)
C (6.415, -4.022, -5.268)
Cl (6.269, -4.503, -3.573)
Cl (4.824, -3.898, -6.015)
H (6.908, -3.055, -5.322)
H (7.004, -4.767, -5.797)
C (-0.037, -6.576, -2.850)
Cl (-0.939, -7.643, -1.772)
Cl (1.190, -7.471, -3.762)
H (-0.729, -6.115, -3.550)
H (0.456, -5.807, -2.256)
C (0.087, 4.744, 11.454)
Cl (0.091, 6.264, 10.550)
Cl (-0.600, 4.961, 13.068)
H (-0.509, 4.013, 10.912)
H (1.110, 4.388, 11.551)
C (3.698, 1.801, 2.851)
Cl (4.269, 2.551, 1.356)
Cl (2.076, 2.363, 3.268)
H (3.675, 0.721, 2.719)
H (4.380, 2.061, 3.657)
C (12.776, -3.135, -2.994)
Cl (12.893, -4.872, -3.301)
Cl (13.086, -2.204, -4.465)
H (11.774, -2.905, -2.636)
H (13.509, -2.859, -2.241)
C (-0.717, 9.456, 8.967)
Cl (-1.884, 8.714, 7.866)
Cl (-1.421, 10.842, 9.809)
H (-0.405, 8.718, 9.703)
H (0.144, 9.792, 8.394)
C (-5.059, 6.141, 1.097)
Cl (-4.957, 4.396, 0.829)
Cl (-4.780, 7.041, -0.398)
H (-6.051, 6.383, 1.473)
H (-4.307, 6.428, 1.828)
C (-8.125, 4.352, -1.454)
Cl (-8.284, 6.014, -0.873)
Cl (-6.555, 4.084, -2.219)
H (-8.225, 3.673, -0.611)
H (-8.909, 4.156, -2.181)
C (6.460, -6.818, 1.460)
Cl (5.774, -6.728, -0.166)
Cl (6.379, -5.253, 2.278)
H (5.900, -7.548, 2.039)
H (7.500, -7.124, 1.386)
C (-1.608, 6.527, -3.879)
Cl (-1.798, 8.226, -3.432)
Cl (-3.040, 5.586, -3.451)
H (-1.450, 6.460, -4.952)
H (-0.748, 6.118, -3.353)

Atomic partial charges in e from the Löwdin method, atoms 1 to 8:
1. C -0.1042
2. C -0.1411
3. C -0.1887
4. C -0.1784
5. C -0.1604
6. C -0.1854
7. C -0.1702
8. C -0.2915

=====

# 2
The following is a DFT calculation (ωB97M-V/def2-TZVPD) of a structure of composition C34H61Cl5CsF4MgN2O11PS2Si in a non-equilibrium geometry.

Properties
* E: -6616.0466 Ha
* LUMO: -10.8 eV
* M: 1207.526 g mol⁻¹
* total charge: +2

Element x y z (Å)
C (-3.262, 2.610, -9.172)
C (-2.471, 2.514, -7.794)
S (-2.074, 0.762, -7.353)
F (-2.863, -0.244, -8.341)
C (-2.863, 0.496, -5.727)
C (-1.939, 0.917, -4.507)
C (-2.764, 0.575, -3.191)
C (-2.149, -0.659, -2.401)
C (-1.515, -0.164, -1.023)
C (0.015, -0.621, -0.952)
C (0.292, -1.555, 0.333)
C (1.549, -1.082, 1.176)
Si (3.027, -2.305, 1.140)
C (3.055, -3.225, 2.820)
C (2.934, -3.599, -0.243)
C (4.595, -1.209, 0.930)
C (4.790, -0.196, 1.994)
C (5.916, 0.701, 1.910)
C (6.811, 0.543, 0.767)
C (6.638, -0.439, -0.285)
C (5.512, -1.341, -0.205)
H (-4.262, 2.135, -8.988)
H (-2.672, 2.057, -9.940)
H (-3.442, 3.679, -9.421)
H (-3.161, 2.926, -7.006)
H (-1.544, 3.133, -7.760)
H (-3.781, 1.147, -5.708)
H (-3.149, -0.575, -5.555)
H (-1.000, 0.313, -4.588)
H (-1.671, 2.003, -4.573)
H (-3.790, 0.251, -3.524)
H (-2.905, 1.489, -2.572)
H (-2.918, -1.433, -2.146)
H (-1.407, -1.132, -3.094)
H (-2.085, -0.518, -0.127)
H (-1.551, 0.960, -0.995)
H (0.348, -1.221, -1.834)
H (0.656, 0.298, -0.931)
H (-0.588, -1.551, 1.035)
H (0.383, -2.617, -0.039)
H (1.327, -0.872, 2.256)
H (1.885, -0.096, 0.745)
H (2.315, -4.068, 2.734)
H (2.703, -2.588, 3.669)
H (4.057, -3.656, 3.072)
H (1.979, -4.189, -0.202)
H (3.761, -4.354, -0.152)
H (3.026, -3.061, -1.227)
H (4.041, -0.126, 2.819)
H (6.040, 1.474, 2.697)
H (7.676, 1.235, 0.700)
H (7.314, -0.524, -1.160)
H (5.258, -2.116, -0.962)
C (4.847, -0.605, 6.137)
Cl (6.349, -0.156, 5.326)
Cl (3.517, 0.470, 5.677)
H (4.589, -1.624, 5.862)
H (4.994, -0.539, 7.212)
C (-4.715, -3.059, -8.555)
F (-5.288, -1.854, -8.770)
F (-4.562, -3.622, -9.760)
F (-3.474, -2.812, -8.084)
S (-5.695, -4.110, -7.393)
O (-6.984, -4.278, -8.028)
O (-5.748, -3.340, -6.161)
O (-4.945, -5.342, -7.274)
Cl (-1.166, -4.849, -1.896)
C (-2.795, -4.942, -1.175)
C (-2.861, -4.264, 0.172)
Cl (-1.940, -5.144, 1.416)
H (-3.075, -5.992, -1.109)
H (-3.476, -4.451, -1.870)
H (-3.896, -4.224, 0.516)
H (-2.478, -3.244, 0.126)
C (8.407, 2.338, 6.951)
C (9.057, 3.251, 6.131)
C (9.898, 4.211, 6.684)
C (10.097, 4.251, 8.057)
C (9.447, 3.334, 8.878)
C (8.599, 2.378, 8.324)
H (7.750, 1.591, 6.521)
H (8.908, 3.217, 5.058)
H (10.400, 4.927, 6.044)
H (10.757, 4.996, 8.488)
H (9.604, 3.362, 9.955)
H (8.089, 1.666, 8.965)
N (10.107, -0.647, 9.264)
O (8.928, -0.990, 9.166)
O (10.628, -0.506, 10.397)
O (10.787, -0.428, 8.241)
C (-12.620, -1.426, -5.152)
O (-11.603, -0.418, -5.097)
P (-10.265, -0.802, -4.130)
O (-10.986, -0.622, -2.820)
O (-9.525, 0.593, -4.571)
C (-9.627, 1.065, -5.918)
O (-8.852, -1.365, -3.403)
C (-7.720, -1.577, -4.257)
H (-13.407, -1.083, -5.823)
H (-12.204, -2.356, -5.542)
H (-13.048, -1.594, -4.163)
H (-10.454, 1.770, -5.995)
H (-9.771, 0.247, -6.623)
H (-8.702, 1.586, -6.173)
H (-7.224, -0.625, -4.460)
H (-8.021, -2.046, -5.193)
H (-7.018, -2.233, -3.744)
C (-0.851, 3.683, 6.807)
C (-0.492, 4.268, 5.498)
O (-1.107, 5.097, 4.903)
N (0.811, 3.906, 4.902)
C (0.802, 3.755, 3.418)
H (-1.885, 3.923, 7.045)
H (-0.737, 2.594, 6.788)
H (-0.170, 4.121, 7.569)
H (1.226, 3.115, 5.395)
H (1.386, 4.738, 5.093)
H (0.121, 2.950, 3.152)
H (1.817, 3.505, 3.113)
H (0.504, 4.696, 2.964)
Cl (1.188, 5.515, 7.801)
Cs (11.438, 1.605, 9.783)
Mg (8.260, 3.559, 12.243)

Atomic partial charges in e from the Löwdin method, atoms 1 to 8:
1. C -0.0974
2. C -0.3498
3. S 1.2096
4. F -0.2751
5. C -0.3333
6. C -0.2085
7. C -0.1801
8. C -0.1763